No. 1
Entry from the OMol25 dataset: a structure of composition C5H12NO in a non-equilibrium geometry (ωB97M-V with the def2-TZVPD basis set).

Charge   -1
HOMO   -1.452 eV
2S+1   1
Energy relative to the best compared isomer or geometry (same formula, charge and spin)   399.8 kJ/mol
Gap between HOMO and LUMO   5.10 eV

Each line ends with the Löwdin charge.
Cartesian coordinates (Å):
C  1.59469  -0.11051  0.49218  -0.470
N  0.66862  -0.55504  -0.52164  -0.188
C  -0.59935  -1.08923  -0.07858  -0.386
C  -1.67877  -0.06435  0.37428  -0.218
C  -2.41095  0.81809  -0.55784  -0.479
O  -3.39425  1.47201  -0.11828  -0.078
C  3.06029  -0.43181  0.13763  -0.167
H  1.33621  -0.45015  1.50917  0.076
H  1.53505  0.99410  0.50036  0.057
H  -0.83534  2.22260  -0.92814  0.168
H  -0.50730  -1.91312  0.65804  0.074
H  -1.09707  -1.48179  -0.99351  0.077
H  -1.31377  0.72399  1.09368  0.123
H  -2.53313  -0.57166  0.84794  0.108
H  -2.53396  0.42988  -1.60005  0.133
H  -1.42617  1.73610  -0.89740  0.040
H  3.06112  -1.40794  -0.34366  0.033
H  3.69110  -0.59799  1.05064  0.053
H  3.38296  0.27682  -0.62484  0.044

No. 2
Entry from the OMol25 dataset: a structure of composition C14H33BIO3P2Tb in a non-equilibrium geometry (ωB97M-V with the def2-TZVPD basis set).

Charge   +2
HOMO (spin up / spin down)   -15.123 / -15.158 eV
2S+1   7
Energy relative to the best compared isomer or geometry (same formula, charge and spin)   0.0 kJ/mol
Gap between HOMO and LUMO (spin up / spin down)   6.14 / 6.35 eV
⟨S²⟩   12.73

Each line ends with the Löwdin charge.
Cartesian coordinates (Å):
C  -0.78946  0.00318  -2.07745  -0.332
I  1.83378  0.23314  2.47071  0.774
H  -0.02439  0.09716  -2.87810  0.002
H  -1.48031  0.83626  -2.24411  -0.006
H  -1.35145  -0.90282  -2.33037  -0.012
Tb  0.85549  -0.05636  -0.41826  1.067
P  0.17243  2.50296  0.01914  0.667
C  -1.23768  3.30999  0.79726  -0.225
C  1.64211  3.12770  0.91792  -0.348
H  1.92664  4.15331  0.67193  0.068
H  0.62692  4.31487  -1.56771  0.070
H  2.50132  2.47526  0.71107  -0.009
H  1.22254  2.76134  -2.17385  0.053
H  -1.35975  2.93564  1.81850  0.053
H  1.48055  3.04787  1.99750  0.008
C  0.40050  3.24780  -1.63091  -0.249
H  -1.13959  4.39803  0.82718  0.075
H  -0.49517  3.10565  -2.24207  0.054
H  -2.14982  3.05108  0.25164  0.059
P  0.10989  -2.56878  0.06767  0.706
C  -1.33181  -3.43726  0.69661  -0.199
C  0.38341  -3.24469  -1.60412  -0.233
H  2.48530  -2.43853  0.72007  0.026
H  1.89918  -4.10042  0.66014  0.070
H  1.49089  -3.02977  2.03505  0.045
C  1.62527  -3.08389  0.95256  -0.255
H  1.18650  -2.72563  -2.14774  0.057
H  0.64693  -4.30231  -1.50897  0.073
H  -1.16250  -4.51464  0.67203  0.086
H  -2.20632  -3.17770  0.09135  0.080
H  -0.53242  -3.13508  -2.19549  0.060
H  -1.54228  -3.14667  1.72759  0.017
C  -1.77258  -0.46892  1.00339  0.094
O  -2.85183  -0.07239  0.67886  0.309
C  -2.94038  -0.00739  4.78222  0.014
C  -1.53960  -0.34122  4.37646  -0.485
C  -0.57776  0.42022  5.25507  -0.012
O  -1.40695  0.33169  3.10763  0.034
B  -0.82941  -0.62748  2.21793  -0.981
O  -0.43127  -1.80949  2.93230  -0.072
C  -1.19212  -1.84930  4.17785  -0.438
C  -0.35111  -2.44846  5.28736  0.018
C  -2.41384  -2.72686  3.97647  -0.006
H  -3.65322  -0.45749  4.08601  0.099
H  -3.01265  1.08135  4.69086  0.113
H  -3.12326  -0.31914  5.80922  0.116
H  -0.73122  1.47157  4.99996  0.110
H  -0.84832  0.22728  6.29420  0.113
H  0.46776  0.16531  5.03928  0.039
H  -0.86506  -2.30247  6.24044  0.115
H  -0.19559  -3.53013  5.18678  0.108
H  0.62512  -1.96874  5.36035  0.094
H  -3.01120  -2.40081  3.11706  0.096
H  -2.14682  -3.77970  3.81570  0.110
H  -3.06461  -2.69692  4.85350  0.113

No. 3
Entry from the OMol25 dataset: a cluster of 2 separate species, C2H8OS in total in a non-equilibrium geometry (ωB97M-V with the def2-TZVPD basis set).

Charge   0
HOMO   -9.245 eV
2S+1   1
Energy relative to the best compared isomer or geometry (same formula, charge and spin)   103.8 kJ/mol
Gap between HOMO and LUMO   9.84 eV
SMILES string   CO.CS

Each line ends with the Löwdin charge.
Cartesian coordinates (Å):
C  2.03896  0.98674  -0.11264  -0.173
O  1.84280  1.12451  1.28147  -0.112
H  2.23718  -0.06066  -0.37745  0.077
H  2.88768  1.53525  -0.51760  0.077
H  1.16234  1.33765  -0.66896  0.065
H  1.00573  0.69939  1.47951  0.064
C  -1.88910  -1.43185  0.00997  -0.440
S  -2.36377  0.02492  -1.05736  0.604
H  -2.68229  -2.16538  0.06119  0.020
H  -1.83652  -1.07604  1.03037  0.017
H  -1.01858  -1.74905  -0.55339  0.009
H  -1.38443  0.77451  -0.57511  -0.208

No. 4
Entry from the OMol25 dataset: the molecule C14H22N2O4S in a non-equilibrium geometry (ωB97M-V with the def2-TZVPD basis set).

Charge   0
HOMO   -8.140 eV
2S+1   1
Energy relative to the best compared isomer or geometry (same formula, charge and spin)   0.0 kJ/mol
Gap between HOMO and LUMO   8.69 eV
SMILES string   CCCC[C@@](CCC(=O)O)(C(=O)OCC)c1csc(N)n1

Each line ends with the Löwdin charge.
Cartesian coordinates (Å):
C  4.17130  -1.10515  -0.95154  -0.108
C  3.66177  -1.26846  0.47559  -0.258
C  2.13544  -1.31163  0.56776  -0.195
C  1.49707  0.04277  0.27476  -0.122
C  -0.04037  -0.00330  0.21929  -0.297
C  -0.69973  -0.46073  1.52677  -0.114
C  -0.24573  0.29603  2.78216  -0.070
C  -0.54235  1.76784  2.67697  -0.538
O  0.20456  2.60646  2.24739  0.120
O  -1.76260  2.06624  3.14005  0.112
C  -0.53670  1.36631  -0.24738  -0.469
O  0.08656  2.09457  -0.97266  0.130
O  -1.78002  1.62079  0.16749  -0.011
C  -2.37278  2.83426  -0.29913  -0.204
C  -2.89932  2.68717  -1.71905  -0.054
C  -0.48874  -0.92102  -0.89706  -0.339
C  -0.21000  -0.72944  -2.21165  -0.354
S  -0.89978  -1.98782  -3.17822  1.024
C  -1.53422  -2.68647  -1.68581  -0.684
N  -2.32195  -3.78912  -1.71903  0.082
N  -1.23631  -2.03006  -0.62141  0.106
H  3.87189  -0.14704  -1.36711  0.065
H  5.25760  -1.15716  -0.97219  0.067
H  3.77777  -1.89501  -1.58819  0.073
H  4.06179  -2.19894  0.88639  0.103
H  4.03571  -0.44731  1.09087  0.108
H  1.85795  -1.63951  1.57154  0.108
H  1.75418  -2.05264  -0.13876  0.116
H  1.80068  0.77788  1.02110  0.124
H  1.84141  0.41012  -0.69150  0.110
H  -0.47910  -1.51955  1.66032  0.115
H  -1.77985  -0.36194  1.41913  0.127
H  -0.79019  -0.10246  3.63863  0.126
H  0.82485  0.16769  2.93766  0.122
H  -1.94067  3.01407  3.03675  0.132
H  -3.18632  3.03620  0.40152  0.123
H  -1.62319  3.63115  -0.25102  0.128
H  -2.07375  2.50403  -2.40187  0.075
H  -3.59680  1.85459  -1.77599  0.081
H  -3.40744  3.59999  -2.01663  0.077
H  0.34205  0.06299  -2.67185  0.077
H  -2.26168  -4.38105  -2.52984  0.086
H  -2.47299  -4.24538  -0.83427  0.101

No. 5
Entry from the OMol25 dataset: a structure of composition C14H14IN5S3V (ωB97M-V with the def2-TZVPD basis set).

Charge   0
HOMO (spin up / spin down)   -6.423 / -6.732 eV
2S+1   4
Energy relative to the best compared isomer or geometry (same formula, charge and spin)   0.0 kJ/mol
Gap between HOMO and LUMO (spin up / spin down)   6.60 / 6.87 eV
⟨S²⟩   3.77

Each line ends with the Löwdin charge.
Cartesian coordinates (Å):
V  -0.59014  -0.83783  0.05909  0.107
C  3.33225  -3.91565  1.85407  0.007
C  1.86681  -4.12882  1.85051  -0.322
N  1.22447  -5.10711  2.40125  0.131
N  -0.09309  -4.84668  2.12710  0.037
C  -0.28608  -3.72807  1.42118  -0.742
S  -1.72025  -3.03714  0.88707  0.628
N  0.98249  -3.26683  1.24117  -0.074
N  1.22028  -2.09217  0.54296  -0.010
H  3.80249  -4.72069  2.41154  0.089
H  3.58023  -2.96162  2.32057  0.092
H  3.72488  -3.90505  0.83677  0.091
H  -0.81470  -5.46370  2.45680  0.157
H  1.66437  -1.36165  1.10881  0.047
H  1.72410  -2.23984  -0.32787  0.082
S  0.71177  -0.24730  -1.89978  0.546
C  1.05565  1.44292  -1.48041  -0.680
C  1.37934  2.33072  -2.51056  -0.147
C  1.66479  3.66026  -2.26183  -0.114
C  1.62958  4.13579  -0.95538  -0.113
C  1.30869  3.27239  0.07527  -0.146
C  1.01925  1.92553  -0.15916  -0.671
S  0.60554  0.90673  1.23780  0.515
H  1.40592  1.95137  -3.52518  0.090
H  1.91271  4.32024  -3.08378  0.093
H  1.84800  5.17416  -0.73936  0.094
H  1.27381  3.63454  1.09550  0.090
I  -2.93282  0.27898  2.46766  0.936
C  -3.01829  1.08887  0.54689  -0.759
C  -3.88410  2.14636  0.31764  -0.129
C  -3.94853  2.67372  -0.95964  -0.053
C  -3.15903  2.12177  -1.95422  -0.037
C  -2.32464  1.07025  -1.63446  -0.125
N  -2.24598  0.55406  -0.39568  -0.087
H  -4.48173  2.54134  1.12521  0.092
H  -4.60616  3.50653  -1.17111  0.113
H  -3.17131  2.50269  -2.96511  0.112
H  -1.66056  0.62091  -2.36133  0.061

No. 6
Entry from the OMol25 dataset: a cluster of 2 separate species, C4H11N2 in total in a non-equilibrium geometry (ωB97M-V with the def2-TZVPD basis set).

Charge   +2
HOMO (spin up / spin down)   -18.972 / -18.969 eV
2S+1   2
Energy relative to the best compared isomer or geometry (same formula, charge and spin)   210.1 kJ/mol
Gap between HOMO and LUMO (spin up / spin down)   9.84 / 6.06 eV
⟨S²⟩   0.76

Each line ends with the Löwdin charge.
Cartesian coordinates (Å):
C  -0.73191  -0.53864  -2.01827  -0.123
C  0.38552  0.14862  -2.08186  0.088
N  -1.61612  -0.50029  -0.83787  0.175
H  -1.12109  -1.14266  -2.82720  0.137
H  1.04601  0.14293  -2.93699  0.101
H  0.76812  0.71024  -1.23675  0.060
H  -1.10835  -0.14055  0.05012  0.095
H  -2.42336  0.11498  -0.98655  0.184
H  -2.00141  -1.43242  -0.66888  0.177
C  1.92931  0.75648  1.90545  0.297
C  0.91383  -0.04574  1.37905  -0.068
N  -0.42457  0.24161  1.52495  0.124
H  1.73984  1.59050  2.57500  0.126
H  2.96601  0.43928  1.82754  0.126
H  1.12098  -0.98351  0.87136  0.156
H  -0.54671  1.18785  1.89323  0.157
H  -0.82731  -0.44626  2.18250  0.187

Number 1: E_tot -8912.920 eV. Number 2: E_tot -70970.015 eV. Number 3: E_tot -15085.403 eV. Number 4: E_tot -36882.000 eV. Number 5: E_tot -88491.075 eV. Number 6: E_tot -7285.713 eV.